(1)
Molecular formula: C2H6BBrO2
Method: DFT, the ωB97M-V functional and the def2-TZVPD basis

Element x y z (Å)
B1 0.126 0.361 -0.152
C1 -1.076 0.231 0.853
C2 2.289 -0.790 -0.899
O1 1.065 -0.686 -0.052
O2 0.386 1.430 -0.998
Br1 3.708 -0.001 0.275
H1 -2.043 0.287 0.424
H2 -0.982 1.204 1.278
H3 -1.078 -0.510 1.606
H4 2.201 -0.075 -1.667
H5 1.315 -1.220 0.766
H6 1.220 1.341 -1.349

## Properties
**Strongest force on any atom**: 4.8 eV Å⁻¹
**Charge**: 0
**M**: 152.78 Da
**E_tot**: -76983.6400 eV
**LUMO**: 0.123 eV
**Kohn-Sham gap**: 7.761 eV
**Relative energy (zero: lowest compared OMol25 entry of this formula, charge and spin)**: 3.767 eV

(2)
Molecular formula: C14H14AuBrI3OS
Method: DFT, the ωB97M-V functional and the def2-TZVPD basis

Element x y z (Å)
Au1 1.302 0.188 0.506
I1 -0.059 -0.466 2.745
C1 -0.916 -2.254 1.901
I2 -1.209 -2.164 -0.201
H1 -1.877 -2.410 2.377
H2 -0.228 -3.062 2.112
Br1 3.070 -2.699 0.195
C2 4.622 -1.896 -0.534
C3 5.832 -2.544 -0.327
C4 6.998 -2.031 -0.870
C5 6.964 -0.856 -1.606
C6 5.763 -0.198 -1.803
C7 4.592 -0.720 -1.272
I3 2.805 0.331 -1.710
H3 5.850 -3.459 0.248
H4 7.931 -2.557 -0.723
H5 7.870 -0.453 -2.036
H6 5.728 0.720 -2.374
C8 -1.907 3.625 -1.361
S1 -1.632 1.878 -0.963
O1 -0.259 1.858 -0.339
C9 -1.406 1.290 -2.653
C10 -2.319 0.409 -3.209
C11 -2.097 -0.066 -4.496
C12 -0.973 0.335 -5.202
C13 -0.057 1.208 -4.628
C14 -0.274 1.688 -3.346
H7 -1.242 3.939 -2.161
H8 -1.695 4.181 -0.451
H9 -2.947 3.750 -1.657
H10 -3.192 0.097 -2.648
H11 -2.800 -0.756 -4.942
H12 -0.811 -0.034 -6.206
H13 0.825 1.512 -5.177
H14 0.427 2.370 -2.878

## Properties
**Strongest force on any atom**: 0.5 eV Å⁻¹
**Charge**: +1
**M**: 887.92 Da
**E_tot**: -125657.6908 eV
**LUMO**: -3.458 eV
**Kohn-Sham gap**: 8.399 eV

(3)
Molecular formula: C3H5I
Method: DFT, the ωB97M-V functional and the def2-TZVPD basis

Element x y z (Å)
C1 -0.023 -1.404 -0.107
C2 -0.414 -0.157 -0.076
C3 0.522 1.103 0.039
I1 -2.536 0.024 -0.001
H1 -0.667 -2.261 -0.082
H2 0.988 -1.558 0.108
H3 1.514 0.891 -0.382
H4 0.113 1.861 -0.587
H5 0.504 1.502 1.087

## Properties
**Strongest force on any atom**: 8.2 eV Å⁻¹
**Charge**: 0
**M**: 167.98 Da
**E_tot**: -11287.2116 eV
**LUMO (alpha / beta)**: 0.659 / -2.976 eV
**Kohn-Sham gap (alpha / beta)**: 5.561 / 6.664 eV
**2S+1**: 3
**Relative energy (zero: lowest compared OMol25 entry of this formula, charge and spin)**: 0.661 eV
**Expectation value of S²**: 2.01

(4)
Molecular formula: C4H4BrI
Method: DFT, the ωB97M-V functional and the def2-TZVPD basis

Element x y z (Å)
C1 1.000 0.771 0.537
C2 -1.138 0.385 0.788
C3 0.706 -0.021 -0.652
C4 -0.660 -0.578 -0.280
Br1 1.964 2.300 0.469
I1 -2.305 -0.365 2.276
H1 0.961 0.406 -1.548
H2 1.498 -0.735 -0.547
H3 -0.755 -1.600 0.079
H4 -1.270 -0.563 -1.122

## Properties
**Strongest force on any atom**: 3.5 eV Å⁻¹
**Charge**: 0
**M**: 258.88 Da
**E_tot**: -82349.2022 eV
**LUMO (alpha / beta)**: -0.792 / -0.734 eV
**Kohn-Sham gap (alpha / beta)**: 7.166 / 7.249 eV
**Relative energy (zero: lowest compared OMol25 entry of this formula, charge and spin)**: 5.471 eV

(5)
Molecular formula: C10H16
Method: DFT, the ωB97M-V functional and the def2-TZVPD basis

Element x y z (Å)
C1 -3.424 0.664 -0.137
C2 -3.058 2.116 -0.388
H1 -2.638 0.164 0.438
H2 -4.290 0.415 0.473
H3 -3.420 0.109 -1.073
H4 -3.790 2.565 -1.055
H5 -2.096 2.244 -0.882
H6 -3.076 2.653 0.554
C3 2.288 0.847 -0.155
C4 2.959 0.579 -1.519
C5 1.492 -0.335 0.242
C6 2.035 -1.271 1.175
C7 0.152 -0.439 -0.105
C8 1.264 -2.292 1.650
C9 -0.601 -1.549 0.290
C10 -0.077 -2.397 1.241
H7 3.039 1.069 0.621
H8 1.835 1.828 -0.225
H9 3.593 -0.303 -1.562
H10 3.077 -1.188 1.462
H11 -0.333 0.294 -0.745
H12 1.601 -3.160 2.204
H13 -1.647 -1.369 0.103
H14 -0.721 -3.178 1.635
H15 3.550 1.431 -1.862
H16 2.284 0.502 -2.381

## Properties
**Strongest force on any atom**: 2.3 eV Å⁻¹
**Charge**: 0
**M**: 136.24 Da
**E_tot**: -10628.8220 eV
**LUMO**: 0.998 eV
**Kohn-Sham gap**: 9.921 eV
**SMILES string**: CCc1ccccc1.CC
**Relative energy (zero: lowest compared OMol25 entry of this formula, charge and spin)**: 0.922 eV

(6)
Molecular formula: C40H68F9N3O12P3S2
Method: DFT, the ωB97M-V functional and the def2-TZVPD basis

Element x y z (Å)
C1 -3.054 4.044 -3.090
C2 -1.811 3.555 -3.823
O1 -0.768 3.113 -2.972
C3 -1.090 1.983 -2.205
C4 0.092 0.991 -2.196
P1 1.469 1.658 -3.247
N1 2.063 2.927 -2.603
O2 0.905 1.871 -4.726
O3 2.577 0.474 -3.384
C5 -0.293 -0.427 -2.738
C6 -0.961 -0.684 -4.101
O4 -1.690 0.368 -4.678
C7 -3.055 0.150 -4.774
C8 -3.783 -0.233 -3.660
C9 -5.139 -0.473 -3.693
C10 -5.909 -0.917 -2.482
C11 -5.794 -0.322 -4.908
C12 -5.068 0.067 -6.016
C13 -3.705 0.325 -5.988
C14 -3.051 0.779 -7.285
C15 -1.634 0.243 -7.513
C16 -3.113 2.317 -7.356
C17 -1.037 -0.919 -1.521
N2 -0.627 -0.372 -0.442
C18 -1.193 -0.807 0.862
C19 -1.004 -2.300 1.118
C20 -1.560 -2.788 2.486
S1 -2.395 -1.495 3.466
C21 0.488 0.593 -0.741
C22 1.799 -0.246 -0.551
C23 2.992 0.511 0.024
C24 3.020 0.588 1.553
F1 2.898 1.909 1.903
F2 1.983 -0.052 2.144
C25 4.369 0.150 2.149
F3 5.377 0.700 1.445
F4 4.473 -1.190 1.976
C26 4.633 0.492 3.643
F5 4.837 1.799 3.823
F6 5.806 -0.121 3.939
C27 3.600 -0.041 4.676
F7 2.569 0.805 4.759
F8 3.187 -1.274 4.391
F9 4.184 -0.070 5.878
N3 0.670 1.810 0.002
C28 0.044 2.114 1.002
S2 -0.865 2.533 2.188
H1 -3.498 3.226 -2.518
H2 -2.838 4.894 -2.447
H3 -3.793 4.336 -3.838
H4 -2.085 2.810 -4.572
H5 -1.400 4.401 -4.374
H6 -1.351 2.307 -1.194
H7 -1.987 1.512 -2.616
H8 3.044 2.861 -2.364
H9 1.200 1.134 -5.281
H10 3.438 0.901 -3.484
H11 0.572 -1.105 -2.760
H12 -1.565 -1.593 -4.014
H13 -0.165 -0.943 -4.807
H14 -3.262 -0.355 -2.713
H15 -6.968 -0.999 -2.720
H16 -5.812 -0.231 -1.639
H17 -5.606 -1.907 -2.133
H18 -6.857 -0.512 -4.961
H19 -5.587 0.171 -6.962
H20 -3.681 0.386 -8.085
H21 -0.934 0.877 -6.961
H22 -1.504 -0.764 -7.115
H23 -1.339 0.295 -8.559
H24 -4.127 2.598 -7.646
H25 -2.959 2.761 -6.375
H26 -2.410 2.726 -8.080
H27 -1.808 -1.679 -1.577
H28 -2.258 -0.579 0.840
H29 -0.729 -0.257 1.672
H30 -1.478 -2.912 0.349
H31 0.061 -2.539 1.075
H32 -2.291 -3.572 2.312
H33 -0.747 -3.205 3.072
H34 -1.899 -1.716 4.689
H35 1.534 -1.076 0.105
H36 2.126 -0.708 -1.477
H37 3.155 1.488 -0.421
H38 3.872 -0.074 -0.260
O5 -8.163 -2.014 0.316
P2 -8.505 -2.586 1.629
O6 -9.015 -4.101 1.444
C29 -8.183 -5.045 0.764
C30 -6.940 -5.396 1.559
O7 -9.938 -1.915 1.990
C31 -10.274 -0.602 1.528
C32 -11.359 -0.684 0.478
O8 -7.911 -2.600 3.090
C33 -8.681 -2.693 4.304
C34 -9.123 -4.102 4.621
H39 -7.916 -4.657 -0.222
H40 -8.792 -5.934 0.613
H41 -6.289 -4.525 1.679
H42 -6.374 -6.180 1.054
H43 -7.205 -5.743 2.557
H44 -9.396 -0.087 1.139
H45 -10.631 -0.040 2.394
H46 -11.046 -1.323 -0.349
H47 -11.598 0.306 0.088
H48 -12.264 -1.122 0.900
H49 -9.517 -1.999 4.302
H50 -8.005 -2.346 5.086
H51 -9.936 -4.423 3.970
H52 -9.482 -4.144 5.650
H53 -8.300 -4.806 4.505
O9 12.021 2.172 5.695
P3 11.385 2.052 4.376
O10 10.594 0.652 4.285
C35 9.614 0.340 5.279
C36 8.386 1.224 5.171
O11 12.615 1.707 3.373
C37 13.933 2.201 3.638
C38 14.844 1.061 4.034
O12 10.564 2.957 3.368
C39 10.566 2.821 1.941
C40 9.672 1.705 1.449
H54 10.059 0.413 6.274
H55 9.339 -0.702 5.119
H56 8.634 2.268 5.377
H57 7.623 0.906 5.882
H58 7.971 1.183 4.165
H59 13.915 2.968 4.411
H60 14.291 2.667 2.717
H61 14.443 0.531 4.898
H62 15.842 1.427 4.277
H63 14.926 0.339 3.220
H64 11.575 2.731 1.547
H65 10.184 3.773 1.571
H66 10.112 0.727 1.638
H67 9.528 1.807 0.372
H68 8.700 1.739 1.941

## Properties
**Strongest force on any atom**: 5.3 eV Å⁻¹
**Charge**: +1
**M**: 1111.03 Da
**E_tot**: -145615.4783 eV
**LUMO**: -3.998 eV
**Kohn-Sham gap**: 7.167 eV

(7)
Molecular formula: CH4INO3S
Method: DFT, the ωB97M-V functional and the def2-TZVPD basis

Element x y z (Å)
C1 -0.168 1.793 -0.510
N1 -0.868 -1.104 1.006
O1 1.528 -0.137 0.661
O2 0.968 -2.125 -0.547
O3 -0.206 -0.142 -1.186
S1 0.500 -0.879 0.002
I1 1.623 2.200 -1.412
H1 0.029 1.543 0.483
H2 -1.130 2.023 -0.797
H3 -0.661 -1.633 1.873
H4 -1.613 -1.539 0.428

## Properties
**Strongest force on any atom**: 4.4 eV Å⁻¹
**Charge**: 0
**M**: 237.02 Da
**E_tot**: -27667.3697 eV
**LUMO (alpha / beta)**: -1.236 / -1.237 eV
**Kohn-Sham gap (alpha / beta)**: 8.917 / 8.916 eV
**Relative energy (zero: lowest compared OMol25 entry of this formula, charge and spin)**: 0.000 eV

(8)
Molecular formula: CH3IO2S2
Method: DFT, the ωB97M-V functional and the def2-TZVPD basis

Element x y z (Å)
C1 -0.382 0.516 0.082
O1 -1.941 -1.088 2.164
O2 -1.637 0.429 -0.408
S1 -4.199 -1.572 0.316
S2 -2.872 -0.509 1.185
I1 -3.494 1.685 2.090
H1 -0.226 1.501 0.490
H2 0.321 0.159 -0.651
H3 -0.381 -0.216 1.020

## Properties
**Strongest force on any atom**: 3.8 eV Å⁻¹
**Charge**: 0
**M**: 238.07 Da
**E_tot**: -34948.1271 eV
**LUMO (alpha / beta)**: -2.579 / -2.584 eV
**Kohn-Sham gap (alpha / beta)**: 7.162 / 7.171 eV
**Relative energy (zero: lowest compared OMol25 entry of this formula, charge and spin)**: 3.333 eV